1.
Here is a structure of composition C27H20Cl5CoN3O7 from the Open Molecules 2025 dataset. Energies are from ωB97M-V with the def2-TZVPD basis set.

Last column: Mulliken spin population.
Element x y z (Å)
C: 4.3964 -3.0370 -1.4045  0.000
C: 0.0339 0.2898 2.6496  0.006
Cl: 3.1214 5.7770 -0.7277  0.001
C: 2.7167 -1.3538 0.0440  -0.001
H: -1.4338 1.5671 3.4337  -0.001
H: -4.4195 1.1389 -0.1146  0.001
C: -1.4540 0.7067 2.7674  -0.007
H: 1.4119 -0.9877 -3.3244  0.000
H: 5.0434 -3.6972 -1.9709  0.000
O: 0.3250 1.2410 -2.9111  0.000
C: -2.9857 -0.0041 1.0462  0.005
C: -0.6979 -3.4606 -2.8684  0.001
C: -3.8029 0.2378 -0.2195  0.002
C: 0.2580 4.4593 2.4512  -0.021
H: -1.7282 -6.6299 -2.2376  0.000
H: 2.0805 -0.6945 0.6282  0.004
N: 0.6811 -1.0005 -2.6306  0.001
C: -0.0271 -1.0762 -0.4515  0.010
H: -4.4927 -0.6083 -0.2939  0.000
C: 3.0601 -2.9131 -1.7525  0.000
H: 0.7793 -4.0615 0.1056  0.000
O: 0.4895 -0.4218 3.5390  -0.001
C: 2.0022 5.2913 0.5022  -0.004
H: -3.9134 2.2368 1.7945  0.002
C: -2.8572 2.3605 1.5241  -0.003
C: 0.1956 -4.2447 -0.7870  0.000
O: -3.0911 0.2607 -1.4327  0.000
C: -1.3441 -4.6780 -3.0484  0.000
H: -1.9540 -4.8353 -3.9304  0.000
H: -3.7253 -0.2117 1.8416  -0.003
H: -2.3639 -0.8879 0.9210  -0.001
H: -0.3634 -6.2273 -0.2077  0.000
Cl: 0.7556 6.6464 4.0335  0.000
N: -2.1240 1.0955 1.5167  0.045
H: -2.4724 1.0097 -1.3995  0.000
C: 1.8306 6.0885 1.6290  0.001
H: 5.9410 -2.4159 -0.0455  0.000
C: 0.0844 -3.2359 -1.7426  -0.001
N: -0.1576 0.1993 -0.8757  0.002
H: -2.4071 3.0356 2.2465  -0.001
Cl: 2.7050 7.5742 1.7959  0.000
O: -3.6718 3.8611 -0.1421  -0.002
H: 4.4325 -0.9230 1.2384  0.000
O: -0.3906 -1.5876 0.5912  -0.002
C: -0.4521 -5.4567 -0.9644  0.000
H: 2.6631 -3.4883 -2.5827  0.000
C: 4.0560 -1.4838 0.3921  0.000
H: -1.9934 -0.0952 3.2790  0.000
C: 2.2102 -2.0701 -1.0383  0.000
C: -2.7796 3.0715 0.1529  0.006
C: 4.8986 -2.3195 -0.3261  0.000
C: 0.3375 3.6453 1.3269  0.017
C: -1.2216 -5.6817 -2.0998  0.000
H: -0.8099 -2.6639 -3.5918  0.000
C: 0.7655 -1.9040 -1.5082  -0.005
C: 0.9553 5.6623 2.6171  -0.003
Cl: -0.7465 3.9939 3.8176  0.000
Cl: 1.5118 3.1299 -1.0148  0.019
C: 1.2686 4.1178 0.3911  -0.031
O: 0.7094 0.8016 1.6830  -0.024
O: -1.7594 2.7717 -0.5708  -0.012
C: 0.2807 0.2690 -2.1825  0.001
Co: -0.3608 1.8165 0.4389  1.004

Summary:
Charge: -2
Spin multiplicity: 2
DFT total energy in Eh: -5415.78121
ΔE to the lowest compared entry with this formula, charge and spin in kJ/mol: 34.10
Maximum force in eV Å⁻¹: 0.2
HOMO level (alpha / beta) in Eh: -0.0948 / -0.1109
HOMO-LUMO gap (alpha / beta) in eV: 6.69 / 7.13
Expectation value of S²: 0.77

2.
Here is a structure of composition C37H31FeIN3O2PS2 in a non-equilibrium geometry from the Open Molecules 2025 dataset. Energies are from ωB97M-V with the def2-TZVPD basis set.

Last column: Mulliken spin population.
Element x y z (Å)
C: 2.1957 -4.2622 -1.5736  0.000
C: -0.7859 2.9598 -1.5916  -0.010
C: 5.3111 3.3018 -0.4414  -0.006
H: -1.0064 3.1902 -4.9612  0.000
O: 0.8988 -6.6808 0.5656  0.000
C: -4.1924 3.7652 1.3213  0.000
H: 6.2778 3.5538 -0.8559  0.000
H: -2.1677 -1.2413 -0.5676  0.002
C: -2.4756 2.0819 1.2160  -0.003
H: -3.4535 2.6033 4.4139  0.000
C: -3.4170 2.7145 3.3381  0.000
H: -1.9922 0.9401 -4.6493  0.000
S: 0.4910 0.1048 3.3668  -0.051
H: 1.2778 -4.4003 0.2714  0.000
C: -1.7676 0.9709 -2.5218  -0.003
H: 0.9575 0.8771 -1.9803  0.005
C: 1.4886 2.2481 1.0910  -0.145
H: -4.9290 4.2350 3.2783  0.000
C: -1.9254 -4.6694 0.1800  0.000
C: -2.5829 -0.4291 0.0241  -0.010
C: 1.8720 -2.7942 -1.6788  -0.003
H: -2.2001 -0.0139 -2.4107  -0.001
H: -3.4895 -0.0481 -0.4460  -0.001
C: -2.5346 1.9430 2.6005  0.000
N: 1.2848 -0.6914 -0.6941  -0.012
C: 2.7825 2.5993 0.5976  0.027
C: 1.7855 -2.2366 -2.9510  0.001
H: 1.7222 -2.3600 0.4184  0.002
H: -0.2437 4.4794 -2.9939  0.000
H: 2.9419 -6.5015 0.2926  0.000
C: 4.3372 4.2520 -0.3251  0.008
I: 3.5095 -0.0996 1.5622  -0.026
H: -0.3094 3.0887 1.8987  0.002
H: 0.2623 5.4063 1.4351  -0.001
C: 0.9682 4.6326 1.1589  -0.021
C: -0.3820 -1.3050 2.9063  0.006
H: -3.0265 -6.1345 1.2982  0.000
C: 3.0745 3.9402 0.2302  -0.014
N: 1.8446 -4.8686 -0.4183  0.000
C: -1.6474 1.5073 -3.7943  0.002
H: -2.7769 -4.9677 3.4591  0.000
C: 1.9993 -6.2900 -0.2216  0.000
H: 2.0087 -6.7686 -1.2011  0.000
H: -0.4416 3.5343 -0.7436  -0.002
H: 4.5292 5.2726 -0.6328  0.000
C: -1.0691 -2.8182 1.4247  -0.002
S: -1.2913 -2.3402 3.9612  0.000
O: 2.7222 -4.8393 -2.5080  0.000
C: -4.2445 3.6282 2.7001  -0.001
H: -2.0435 -5.1998 -0.7560  0.000
H: -3.2835 3.1061 -0.4982  -0.001
C: 5.0893 1.9986 0.0418  0.008
C: -2.3453 -4.5541 2.5575  -0.001
C: 3.8607 1.6802 0.5418  -0.021
H: 2.3569 5.9753 0.2504  0.002
H: 1.9927 -2.8633 -3.8087  0.000
C: 1.6431 -1.9803 -0.5877  -0.006
C: -0.6696 3.4926 -2.8654  0.003
C: -1.3294 1.6893 -1.4064  -0.009
H: -4.8392 4.4730 0.8195  0.000
H: -2.8323 -0.8151 1.0115  -0.001
P: -1.4185 0.9555 0.2543  -0.045
C: -2.4811 -5.2017 1.3451  0.001
C: -1.6334 -3.3615 2.5899  0.001
H: 5.8950 1.2768 0.0427  0.001
C: 1.4391 -0.9063 -3.0713  0.002
H: -0.7951 -3.0736 -0.6982  0.000
C: 2.1236 4.9498 0.5095  0.031
H: -1.8787 1.2448 3.1088  -0.001
Fe: 0.7875 0.3451 1.0990  1.282
H: 1.3646 -0.4260 -4.0368  0.000
C: -1.2232 -3.4818 0.2052  -0.002
N: -0.3683 -1.6459 1.6364  0.006
C: 1.1956 -0.1713 -1.9215  0.011
C: -3.3121 2.9938 0.5774  -0.002
H: 0.9649 -7.6190 0.7564  0.000
C: -1.0951 2.7683 -3.9686  -0.003
C: 0.6448 3.2809 1.4235  0.007

Summary:
Charge: +1
Spin multiplicity: 2
DFT total energy in Eh: -4442.27135
Maximum force in eV Å⁻¹: 1.0
HOMO level (alpha / beta) in Eh: -0.3911 / -0.3903
HOMO-LUMO gap (alpha / beta) in eV: 6.86 / 7.54
Expectation value of S²: 0.90